Record 1
62
Properties=species:S:1:pos:R:3 method="wB97M-V/def2-TZVPD" gap_ev=6.9 e_lumo_ev=-0.193
C 4.488 -0.581 0.037
C 3.604 -1.815 -0.064
C 4.469 -3.043 -0.028
C 2.662 -1.904 1.177
O 1.396 -1.247 0.986
B 0.912 -1.536 -0.274
C -0.346 -2.361 -0.389
C -0.981 -2.814 0.785
C -1.810 -3.916 0.692
C -2.097 -4.427 -0.563
C -2.837 -5.740 -0.630
F -3.002 -6.213 -1.911
F -2.178 -6.721 0.073
F -4.091 -5.625 -0.081
C -1.699 -3.794 -1.726
C -0.879 -2.685 -1.645
C -0.289 1.781 -0.374
C 1.231 1.954 -0.096
C -1.052 1.081 0.699
C -2.295 0.517 0.361
C -3.199 0.159 1.360
C -2.832 0.212 2.703
C -1.546 0.617 3.043
C -0.637 0.959 2.044
O 1.601 -1.166 -1.412
C 2.857 -1.858 -1.436
H 3.920 0.354 -0.011
H 5.034 -0.613 0.986
H 5.212 -0.591 -0.783
H 3.837 -3.929 -0.101
H 5.158 -3.026 -0.869
H 5.015 -3.075 0.911
H 2.391 -2.949 1.417
H 3.090 -1.412 2.063
H -0.812 -2.345 1.754
H -2.193 -4.423 1.572
H -1.993 -4.221 -2.675
H -0.623 -2.135 -2.553
H -0.318 1.018 -1.196
H 1.846 1.660 -0.971
H 1.374 3.022 0.137
H 1.586 1.343 0.746
H -2.548 0.452 -0.700
H -4.178 -0.213 1.056
H -3.549 -0.084 3.473
H -1.242 0.619 4.089
H 0.372 1.229 2.348
H 3.425 -1.371 -2.242
H 2.586 -2.889 -1.734
C -1.836 6.716 -0.510
C -2.443 5.872 -1.621
S -2.677 4.109 -1.227
C -1.107 3.704 -0.770
S -0.420 4.534 0.523
C -0.457 6.259 -0.057
H -1.733 7.731 -0.899
H -2.505 6.705 0.344
H -3.481 6.158 -1.862
H -1.795 5.898 -2.509
H -0.565 2.940 -1.369
H 0.248 6.286 -0.898
H -0.073 6.831 0.807


Record 2
67
Properties=species:S:1:pos:R:3 method="wB97M-V/def2-TZVPD" gap_ev="6.8 / 8.4" s_squared=3.767 e_lumo_ev="-2.594 / -2.937" spin_multiplicity=4 total_charge=+1
W -0.002 -0.381 0.777
C 0.230 2.676 1.374
N -0.269 1.896 0.217
C 0.622 2.082 -0.947
C 1.978 1.511 -0.646
C 3.140 2.031 -1.185
C 4.353 1.450 -0.854
C 4.363 0.375 0.020
C 3.163 -0.092 0.518
N 1.988 0.461 0.189
C -1.636 2.345 -0.117
C -2.366 1.359 -0.984
C -3.536 1.718 -1.639
C -4.227 0.742 -2.332
C -3.727 -0.553 -2.351
C -2.542 -0.815 -1.690
N -1.869 0.129 -1.025
C -0.057 1.991 2.680
C -0.269 2.705 3.844
C -0.485 2.018 5.027
C -0.485 0.633 5.007
C -0.272 -0.017 3.811
N -0.053 0.647 2.663
H -0.199 3.681 1.370
H 1.311 2.790 1.282
H 0.702 3.142 -1.211
H 0.175 1.555 -1.793
H 3.087 2.882 -1.851
H 5.275 1.837 -1.265
H 5.286 -0.103 0.316
H 3.114 -0.939 1.188
H -1.593 3.330 -0.596
H -2.187 2.430 0.819
H -3.898 2.736 -1.589
H -5.146 0.984 -2.849
H -4.238 -1.348 -2.876
H -2.101 -1.804 -1.682
H -0.280 3.786 3.813
H -0.662 2.557 5.947
H -0.668 0.050 5.899
H -0.304 -1.096 3.740
C 3.638 -5.579 -0.899
C 3.010 -4.272 -0.488
O 1.574 -4.459 -0.461
P 0.601 -3.251 -0.146
S 0.649 -1.762 -1.441
S 0.960 -2.509 1.693
O -0.813 -3.936 -0.235
C -1.198 -4.992 0.691
C -2.660 -4.814 1.008
H 4.723 -5.474 -0.925
H 3.297 -5.876 -1.890
H 3.386 -6.367 -0.191
H 3.238 -3.474 -1.198
H 3.333 -3.964 0.508
H -0.588 -4.914 1.593
H -0.985 -5.939 0.198
H -2.817 -3.853 1.497
H -2.990 -5.605 1.683
H -3.261 -4.863 0.100
Cl -3.169 -2.246 3.998
C -3.881 -1.325 2.644
C -2.823 -0.463 1.975
O -1.829 -1.122 1.488
O -2.962 0.750 1.936
H -4.668 -0.695 3.043
H -4.286 -2.045 1.936


Record 3
60
Properties=species:S:1:pos:R:3 method="wB97M-V/def2-TZVPD" smiles="CCOC(=O)C1(CCOc2ccccc2)CCN(Cc2ccc(F)c(OC)c2)CC1" gap_ev=9.1 e_lumo_ev=0.682
C -3.060 -3.187 1.118
C -1.556 -3.082 0.910
H -1.014 -3.453 1.782
H -1.259 -3.643 0.018
O -1.124 -1.727 0.766
C -1.207 -1.178 -0.447
O -1.672 -1.747 -1.403
C -0.683 0.256 -0.476
C 0.394 0.484 0.595
C 1.670 -0.307 0.281
N 2.216 -0.036 -1.035
C 1.214 -0.264 -2.054
C -0.082 0.537 -1.859
H -0.788 0.244 -2.635
H 0.121 1.605 -1.954
H 1.648 -0.032 -3.030
H 0.972 -1.331 -2.040
C 2.900 1.243 -1.133
C 4.166 1.228 -0.316
C 4.995 0.114 -0.391
C 6.176 0.047 0.335
C 6.506 1.146 1.139
C 5.696 2.256 1.220
C 4.517 2.296 0.492
H 3.879 3.163 0.558
H 5.992 3.076 1.855
F 7.651 1.113 1.855
O 7.045 -0.995 0.333
C 6.743 -2.114 -0.464
H 5.800 -2.580 -0.159
H 7.561 -2.814 -0.307
H 6.690 -1.847 -1.525
H 4.681 -0.702 -1.020
H 3.166 1.389 -2.185
H 2.280 2.099 -0.826
H 2.438 -0.082 1.025
H 1.453 -1.378 0.330
H 0.019 0.194 1.576
H 0.630 1.550 0.628
C -1.887 1.176 -0.181
H -1.525 2.197 -0.038
H -2.350 0.861 0.759
C -2.956 1.199 -1.280
H -2.585 1.740 -2.155
O -4.095 1.930 -0.880
C -5.006 1.360 -0.041
C -6.060 2.187 0.352
C -7.049 1.711 1.186
C -7.009 0.402 1.643
C -5.968 -0.419 1.255
C -4.967 0.050 0.420
H -4.170 -0.616 0.131
H -5.928 -1.442 1.601
H -7.784 0.029 2.295
H -7.858 2.362 1.480
H -6.078 3.201 -0.016
H -3.225 0.185 -1.593
H -3.320 -4.215 1.355
H -3.372 -2.544 1.938
H -3.586 -2.896 0.212


Record 4
71
Properties=species:S:1:pos:R:3 method="wB97M-V/def2-TZVPD" gap_ev="7.8 / 5.8" s_squared=3.780 e_lumo_ev="-10.784 / -12.662" spin_multiplicity=4 total_charge=+4
Tc 0.413 0.890 -0.696
O -2.231 3.959 -1.948
C -1.290 3.113 -1.673
O -1.384 2.195 -0.856
C -0.012 3.324 -2.418
C 0.249 4.325 -3.339
C 1.522 4.376 -3.900
C 2.487 3.446 -3.524
C 2.140 2.477 -2.598
N 0.913 2.427 -2.074
C 2.985 1.378 -2.019
O 4.225 1.189 -2.337
O 2.460 0.622 -1.196
H -3.046 3.799 -1.437
H -0.514 5.043 -3.607
H 1.765 5.144 -4.624
H 3.478 3.500 -3.958
H 4.597 1.818 -2.976
N 0.956 1.862 1.206
C 0.774 0.872 2.324
C 0.448 1.478 3.685
C 1.639 2.007 4.487
C 1.205 2.350 5.912
N 2.345 2.791 6.715
C 2.246 3.281 7.956
N 1.062 3.366 8.551
N 3.337 3.703 8.589
C -0.315 -0.123 1.887
O -1.050 -0.673 2.643
O -0.297 -0.366 0.564
H 1.908 2.218 1.218
H 0.354 2.661 1.398
H 1.698 0.289 2.379
H -0.041 0.679 4.248
H -0.313 2.256 3.563
H 2.080 2.894 4.022
H 2.415 1.237 4.528
H 0.744 1.467 6.365
H 0.463 3.152 5.889
H 3.269 2.554 6.392
H 0.251 2.900 8.182
H 0.965 3.809 9.451
H 4.222 3.784 8.118
H 3.308 3.970 9.560
C -2.606 -0.812 -1.579
C -1.366 -1.081 -2.348
N -0.185 -0.486 -2.217
C 0.692 -1.112 -3.094
C 0.029 -2.066 -3.778
N -1.269 -2.045 -3.299
C -2.332 -2.919 -3.735
N -2.257 -4.219 -3.075
N -2.096 -4.234 -1.660
N -2.135 -5.413 -1.263
C -2.357 -6.259 -2.354
C -2.512 -7.611 -2.407
C -2.752 -8.175 -3.701
C -2.830 -7.383 -4.865
C -2.678 -6.024 -4.811
C -2.434 -5.455 -3.518
H -2.444 -0.007 -0.872
H -2.887 -1.696 -1.004
H -3.433 -0.541 -2.238
H 1.732 -0.854 -3.161
H 0.355 -2.748 -4.545
H -2.268 -3.075 -4.810
H -3.293 -2.464 -3.500
H -2.464 -8.236 -1.524
H -2.879 -9.247 -3.782
H -3.019 -7.867 -5.813
H -2.745 -5.413 -5.702


Across the entries above, ΔE to the lowest compared entry with this formula, charge and spin takes the values 92.1, 0.7, 0.0, 0.0 kcal per mole, respectively.
Across the entries above, total energy takes the values -59967.2716, -84833.0069, -37772.4047, -54725.8129 eV, respectively.